## A
Molecular formula: C2H12N2O3
Method: DFT, wB97M-V/def2-TZVPD

The value obtained for the LUMO energy is 0.39 eV. For the HOMO-LUMO gap, the calculation gives 7.6395 eV. As for the SMILES: N/C=C/N.O.O.O.

Atoms and positions in Å:
N 0.018 -3.058 -0.286
C 0.978 -1.949 -0.404
C 0.653 -0.607 -0.616
N 1.549 0.446 -0.553
H -0.108 -3.559 -1.120
H -0.831 -2.984 0.313
H 1.990 -2.088 -0.542
H -0.457 -0.339 -0.815
H 2.234 0.272 0.182
H 1.069 1.316 -0.539
O -2.172 6.209 -2.413
H -2.981 6.645 -2.241
H -1.465 6.887 -2.278
O 1.813 -0.541 2.254
H 1.048 -0.895 2.711
H 2.053 0.369 2.680
O -2.069 -1.853 1.441
H -1.361 -1.254 1.277
H -2.528 -1.269 2.114

***

## B
Molecular formula: C2H12N2O3
Method: DFT, wB97M-V/def2-TZVPD

The value obtained for the LUMO energy is 0.31 eV. For the HOMO-LUMO gap, the calculation gives 8.4725 eV. As for the SMILES: N/C=C/N.O.O.O.

Atoms and positions in Å:
N -2.521 -0.759 -0.771
C -1.181 -1.300 -0.988
C -0.145 -0.509 -1.099
N 1.232 -0.667 -0.874
H -3.021 -1.570 -0.473
H -2.869 -0.540 -1.684
H -1.034 -2.315 -0.730
H -0.288 0.519 -1.379
H 1.559 -1.535 -0.374
H 1.803 0.077 -0.535
O 3.875 4.996 -0.533
H 3.911 3.970 -0.548
H 4.034 5.178 -1.405
O 0.569 -2.527 1.780
H 0.994 -1.723 1.686
H 0.573 -2.838 0.962
O -2.525 0.268 1.833
H -1.862 -0.236 1.221
H -2.176 -0.050 2.653

***

It is B that is the least stable of them.

***

## A
Molecular formula: CH3N2O
Method: DFT, wB97M-V/def2-TZVPD

The value obtained for the LUMO energy is -6.77 eV. For the HOMO-LUMO gap, the calculation gives 12.5328 eV. The charge is +1.

Atoms and positions in Å:
C -1.460 0.211 0.097
N 3.284 -0.201 -0.094
N 2.188 -0.174 -0.096
O -0.373 0.210 -0.368
H -2.082 1.108 -0.040
H -1.809 -0.667 0.669
H 0.251 -0.488 -0.168

***

## B
Molecular formula: CH3N2O
Method: DFT, wB97M-V/def2-TZVPD

The value obtained for the LUMO energy is -5.10 eV. For the HOMO-LUMO gap, the calculation gives 11.8165 eV. The charge is +1. As for the SMILES: [NH2+]=C1NO1.

Atoms and positions in Å:
N 0.721 0.755 -0.434
C -0.009 -0.189 0.022
N -0.910 -0.706 0.855
O 0.032 -1.534 0.137
H 0.319 1.794 -0.264
H 1.671 0.594 -0.914
H -1.823 -0.714 0.598

***

## C
Molecular formula: CH3N2O
Method: DFT, wB97M-V/def2-TZVPD

The value obtained for the LUMO energy (spin up / spin down) is -6.68 / -6.68 eV. For the HOMO-LUMO gap (spin up / spin down), the calculation gives 9.6137 / 9.6145 eV. The charge is +1. As for the SMILES: [NH2+]=C=[NH+][O-].

Atoms and positions in Å:
N -0.474 0.330 -0.373
C -0.237 -0.063 0.818
N 0.732 -0.064 1.701
O 1.049 0.431 2.790
H -1.350 0.093 -0.765
H 0.060 0.880 -1.070
H 1.291 -0.992 1.606

***

It is C that is the least stable of them.

***

## A
Molecular formula: C4H10O2
Method: DFT, wB97M-V/def2-TZVPD

The value obtained for the LUMO energy is 0.41 eV. For the HOMO-LUMO gap, the calculation gives 10.0594 eV.

Atoms and positions in Å:
C 0.944 -1.610 -0.330
O 1.580 -2.559 -0.718
C 0.635 -1.260 1.053
C -0.345 -0.165 1.237
C 0.118 1.286 0.470
O 1.343 1.659 0.919
H -3.037 1.425 -4.066
H 0.202 -1.170 -1.032
H -2.734 1.001 -3.526
H 0.937 -2.087 1.670
H 1.575 -0.782 0.600
H -1.407 0.024 1.078
H -0.238 0.323 2.233
H -0.162 1.171 -0.607
H -0.661 1.938 0.875
H 1.250 0.804 0.142

***

## B
Molecular formula: C4H10O2
Method: DFT, wB97M-V/def2-TZVPD

The value obtained for the LUMO energy is 0.87 eV. For the HOMO-LUMO gap, the calculation gives 10.9868 eV. As for the SMILES: CCC(=O)CO.[H][H].

Atoms and positions in Å:
C 0.652 1.191 -1.765
C 0.999 0.261 -0.609
C -0.217 -0.337 0.006
O -1.312 -0.219 -0.529
C -0.212 -1.290 1.204
O -1.542 -1.246 1.634
H 1.558 1.479 -2.300
H -0.030 0.697 -2.462
H 0.153 2.097 -1.406
H 1.569 -0.611 -0.957
H 1.619 0.751 0.151
H 0.557 -1.054 1.959
H 0.007 -2.284 0.795
H -1.942 -0.903 0.724
H -0.708 1.004 1.629
H -1.151 0.463 1.927

***

It is A that is the least stable of them.

***

## A
Molecular formula: C4H10O2
Method: DFT, wB97M-V/def2-TZVPD

The value obtained for the LUMO energy is 0.72 eV. For the HOMO-LUMO gap, the calculation gives 9.1892 eV. As for the SMILES: C=CO.CCO.

Atoms and positions in Å:
C -2.312 -0.252 -0.981
C -2.472 0.545 0.086
O -1.445 0.883 0.895
H -3.135 -0.595 -1.586
H -1.342 -0.385 -1.454
H -3.370 1.103 0.338
H -0.573 0.760 0.423
C 2.741 -1.209 0.415
C 1.796 -0.525 -0.519
O 1.051 0.551 0.173
H 3.017 -2.226 0.148
H 2.201 -1.201 1.366
H 3.675 -0.682 0.639
H 2.247 0.013 -1.362
H 0.972 -1.125 -0.907
H 1.137 1.350 -0.359

***

## B
Molecular formula: C4H10O2
Method: DFT, wB97M-V/def2-TZVPD

The value obtained for the LUMO energy is 0.72 eV. For the HOMO-LUMO gap, the calculation gives 10.4500 eV. As for the SMILES: CC[C@@H](O)CO.

Atoms and positions in Å:
C -2.120 -0.491 -0.515
C -1.051 0.223 0.377
C 0.423 -0.373 0.382
O 0.415 -1.263 -0.702
C 1.615 0.662 0.175
O 2.439 0.125 -0.860
H -3.089 0.023 -0.404
H -1.895 -0.477 -1.589
H -2.297 -1.540 -0.253
H -0.982 1.249 -0.008
H -1.474 0.275 1.386
H 0.736 -0.964 1.266
H 0.905 -0.798 -1.392
H 2.240 0.807 1.074
H 1.242 1.652 -0.117
H 2.833 0.839 -1.369

***

## C
Molecular formula: C4H10O2
Method: DFT, wB97M-V/def2-TZVPD

The value obtained for the LUMO energy is 0.89 eV. For the HOMO-LUMO gap, the calculation gives 11.0663 eV. As for the SMILES: C[C@@H](O)CCO.

Atoms and positions in Å:
C 1.099 1.310 -1.549
C 0.110 1.039 -0.400
O -1.280 1.212 -0.842
C 0.309 -0.403 -0.016
C -0.264 -0.882 1.330
O -0.013 -2.277 1.364
H 1.179 2.383 -1.827
H 2.089 0.929 -1.260
H 0.761 0.746 -2.414
H 0.242 1.679 0.555
H -1.546 1.923 -0.246
H 1.381 -0.439 0.106
H 0.038 -1.165 -0.735
H -1.323 -0.658 1.305
H 0.277 -0.343 2.083
H -0.085 -2.777 2.179

***

## D
Molecular formula: C4H10O2
Method: DFT, wB97M-V/def2-TZVPD

The value obtained for the LUMO energy is 0.68 eV. For the HOMO-LUMO gap, the calculation gives 7.5989 eV.

Atoms and positions in Å:
C -2.125 -0.495 -0.381
C -1.203 0.219 0.614
C 0.177 -0.338 0.838
O 0.841 -0.511 -0.610
C 1.810 0.713 0.144
O 2.888 0.641 -0.732
H -3.096 0.011 -0.445
H -1.683 -0.502 -1.383
H -2.306 -1.535 -0.085
H -1.143 1.283 0.332
H -1.665 0.212 1.612
H 0.122 -1.378 1.193
H 1.401 -1.302 -0.574
H 2.254 0.647 1.128
H 1.156 1.567 -0.012
H 2.571 0.769 -1.638

***

It is D that is the least stable of them.

***

## A
Molecular formula: C4H10O2
Method: DFT, wB97M-V/def2-TZVPD

The value obtained for the LUMO energy is 0.79 eV. For the HOMO-LUMO gap, the calculation gives 11.6842 eV. As for the SMILES: O=CO.CCC.

Atoms and positions in Å:
O -1.137 1.300 -2.745
C -0.778 0.514 -1.923
O -1.508 0.206 -0.845
H 0.095 -0.077 -2.217
H -2.384 0.669 -1.030
C 2.216 -1.448 1.486
C 0.729 -0.947 2.003
C 0.240 0.585 1.578
H 3.020 -1.249 2.090
H 2.218 -2.562 1.428
H 2.422 -1.006 0.559
H 0.050 -1.699 1.578
H 0.580 -1.207 3.031
H -0.696 0.993 1.991
H 0.380 0.610 0.495
H 1.035 1.250 1.926

***

## B
Molecular formula: C4H10O2
Method: DFT, wB97M-V/def2-TZVPD

The value obtained for the LUMO energy (spin up / spin down) is 0.69 / 0.99 eV. For the HOMO-LUMO gap (spin up / spin down), the calculation gives 7.6899 / 8.4459 eV.

Atoms and positions in Å:
C -0.270 -0.437 -1.961
O -1.024 -0.062 -0.929
C -0.799 0.862 -0.073
C -1.725 1.007 1.080
C 1.512 -1.055 0.737
O 2.146 0.083 0.179
H -0.795 -1.106 -2.627
H 0.430 0.304 -2.336
H 0.728 -1.435 0.073
H 0.115 1.440 -0.182
H -2.279 1.954 1.050
H -1.172 0.991 2.028
H -2.447 0.186 1.090
H 1.062 -0.753 1.686
H 2.224 -1.865 0.938
H 2.293 -0.115 -0.754

***

## C
Molecular formula: C4H10O2
Method: DFT, wB97M-V/def2-TZVPD

The value obtained for the LUMO energy is 0.84 eV. For the HOMO-LUMO gap, the calculation gives 9.2918 eV.

Atoms and positions in Å:
C 2.986 -0.144 -0.015
O 1.747 0.489 -0.206
C 0.689 -0.240 0.366
C -0.616 0.506 0.090
O -1.563 -0.425 -0.419
C -2.767 0.087 -0.755
H 3.742 0.459 -0.523
H 3.243 -0.218 1.054
H 2.989 -1.158 -0.443
H 0.618 -1.244 -0.083
H 0.859 -0.372 1.447
H -1.034 0.954 1.001
H -0.432 1.296 -0.646
H -3.764 -0.094 0.482
H -3.388 0.767 -0.022
H -3.309 -0.664 -1.328

***

It is C that is the least stable of them.

***

## A
Molecular formula: C3H3NO2
Method: DFT, wB97M-V/def2-TZVPD

The value obtained for the LUMO energy is 0.18 eV. For the HOMO-LUMO gap, the calculation gives 9.0649 eV.

Atoms and positions in Å:
O 1.174 -1.204 0.286
C 0.101 -0.436 -0.051
C 0.319 0.666 -0.960
O 1.429 0.832 -1.440
C -1.008 -0.509 0.677
N -2.010 -0.478 1.380
H 1.913 -0.749 -0.154
H -1.394 0.528 1.427
H -0.526 1.350 -1.165

***

## B
Molecular formula: C3H3NO2
Method: DFT, wB97M-V/def2-TZVPD

The value obtained for the LUMO energy is 0.76 eV. For the HOMO-LUMO gap, the calculation gives 9.0961 eV.

Atoms and positions in Å:
C 0.971 0.506 -0.155
C 0.951 -0.743 -0.601
C -0.085 0.045 -1.037
N -1.137 0.092 0.917
O -2.279 0.021 1.273
O -0.146 0.255 1.620
H 1.408 1.487 0.134
H 1.258 -1.749 -0.451
H -0.941 0.087 -1.700

***

It is B that is the least stable of them.